[1]
Molecular formula: C42H107NO12
Method: DFT, ωB97M-V/def2-TZVPD

Atoms and positions in Å:
C  -19.648432  16.150076  25.328079
C  -20.393538  15.311058  26.329725
C  -21.446528  16.196672  27.061086
C  -21.196504  14.290014  25.494849
C  -21.865954  13.176503  26.292343
C  -20.851677  12.519942  27.236776
C  -19.984660  13.491215  28.043443
C  -20.793060  13.919254  29.259049
C  -18.756405  12.711689  28.528242
N  -19.487711  14.563035  27.174243
O  -18.775739  15.537171  28.014105
H  -20.326597  16.726044  24.691575
H  -18.886180  16.812073  25.741250
H  -19.133015  15.525240  24.573371
H  -21.084006  17.208962  27.260070
H  -22.385927  16.346339  26.525610
H  -21.686837  15.739912  28.014108
H  -21.886402  14.770984  24.806168
H  -20.451181  13.727250  24.887352
H  -22.715348  13.557257  26.876045
H  -22.190312  12.362629  25.643190
H  -20.229866  11.853356  26.628281
H  -21.439546  11.895646  27.910346
H  -20.678690  13.165259  30.035104
H  -21.812466  14.184476  29.028536
H  -20.248226  14.767253  29.679010
H  -17.948217  13.412275  28.744699
H  -18.355525  12.022223  27.781380
H  -19.028299  12.108205  29.393018
H  -17.869965  15.499438  27.666957
C  -16.182752  9.086708  30.805325
C  -15.737989  10.351627  31.534891
C  -16.252916  11.592544  30.841045
O  -16.406540  10.276738  32.841014
H  -15.828965  9.127352  29.770320
H  -17.271545  9.096226  30.765759
H  -15.816622  8.220097  31.338668
H  -14.645698  10.365973  31.632857
H  -17.328963  11.481727  30.718226
H  -15.760385  11.767784  29.883504
H  -16.095838  12.476365  31.471989
H  -16.088484  11.045969  33.350567
C  -18.069624  15.928253  21.023102
C  -17.923704  14.496037  20.537571
C  -18.591984  13.494544  21.488240
O  -18.498804  14.342717  19.264616
H  -17.522899  16.604544  20.366077
H  -17.644936  15.964233  22.023703
H  -19.120554  16.218953  21.060281
H  -16.856729  14.263849  20.437049
H  -19.663593  13.541533  21.291595
H  -18.417265  13.734274  22.539978
H  -18.225931  12.477314  21.338740
H  -18.099965  13.571566  18.855638
C  -14.650852  14.345755  24.504053
C  -15.394942  13.278508  25.238518
C  -16.873172  13.492141  25.336038
O  -15.147449  12.095894  24.422059
H  -14.483042  15.262928  25.070038
H  -15.032532  14.534952  23.500253
H  -13.631577  13.967480  24.326985
H  -14.870383  13.094660  26.183394
H  -17.094948  14.208631  26.134712
H  -17.342055  12.543303  25.607417
H  -17.437545  13.850189  24.479073
H  -15.550207  11.312604  24.799552
C  -19.251489  15.043475  32.005659
C  -18.567737  15.305841  33.367363
C  -17.209036  14.645268  33.464475
O  -18.263495  16.735745  33.447874
H  -19.654785  14.019558  32.033201
H  -18.574025  15.193346  31.172061
H  -20.098430  15.732890  31.961779
H  -19.213978  15.125595  34.216762
H  -17.255919  13.556033  33.244311
H  -16.832420  14.672535  34.492300
H  -16.456397  15.059447  32.803600
H  -18.006708  17.082305  32.580350
C  -19.260945  22.007723  28.682215
C  -18.977844  20.534133  28.895619
C  -19.116415  19.717746  27.597317
O  -17.650693  20.330082  29.448684
H  -20.309701  22.260430  28.799074
H  -18.872153  22.346522  27.711463
H  -18.655327  22.610905  29.372181
H  -19.765297  20.140704  29.573065
H  -20.026837  20.041470  27.087668
H  -19.250770  18.655849  27.802602
H  -18.241664  19.951307  26.978719
H  -17.439434  21.058050  30.034399
C  -20.288042  20.256688  24.235609
C  -20.194489  20.551049  22.779036
C  -21.142488  21.670746  22.425694
O  -18.857105  20.976811  22.556483
H  -21.185956  19.688141  24.497368
H  -20.358013  21.181194  24.825092
H  -19.429799  19.730252  24.654923
H  -20.399999  19.607999  22.268980
H  -21.030299  21.914232  21.359118
H  -20.897903  22.600422  22.940386
H  -22.186162  21.431703  22.641731
H  -18.651766  20.909168  21.618437
C  -22.754217  20.905044  30.506162
C  -23.353205  20.124835  29.354595
C  -22.500755  18.942821  28.945318
O  -24.680657  19.607841  29.847313
H  -22.658448  20.321098  31.410189
H  -23.337831  21.813624  30.667794
H  -21.768874  21.297425  30.199111
H  -23.577316  20.737401  28.466859
H  -23.111795  18.292628  28.312538
H  -22.225770  18.354663  29.818126
H  -21.658772  19.296599  28.351001
H  -25.214368  19.336137  29.087486
C  -19.768335  11.446837  34.328482
C  -20.218294  10.196137  33.592359
C  -20.871248  10.584285  32.258585
O  -19.156483  9.308112  33.353972
H  -19.148681  11.240104  35.211424
H  -20.558188  12.163603  34.559945
H  -19.077307  12.055612  33.701918
H  -21.049660  9.752700  34.158732
H  -20.142998  11.157205  31.664971
H  -21.744462  11.231054  32.378331
H  -21.164445  9.684557  31.719684
H  -18.338658  9.836919  33.412495
C  -23.857536  9.922860  29.247837
C  -23.787683  9.615177  27.757522
C  -22.457188  9.014325  27.385376
O  -24.895532  8.727169  27.488307
H  -23.505497  9.093996  29.870011
H  -24.887526  10.109430  29.546981
H  -23.251649  10.806094  29.475384
H  -23.939047  10.602966  27.288083
H  -22.163406  8.131750  27.941367
H  -21.712713  9.810474  27.524035
H  -22.380850  8.809261  26.308485
H  -24.838808  8.416989  26.574114
C  -15.548894  16.031716  29.957225
C  -15.392260  17.499114  30.476156
C  -14.906020  18.413121  29.345550
O  -16.692122  17.958435  30.958386
H  -16.449676  15.873766  29.364582
H  -15.418661  15.256972  30.711623
H  -14.730196  15.855913  29.230615
H  -14.696358  17.464623  31.318711
H  -15.589104  18.444962  28.500142
H  -13.912662  18.131768  28.993939
H  -14.799468  19.422992  29.768975
H  -17.043142  18.626282  30.336941
C  -24.579681  13.504838  23.541353
C  -25.552474  13.625023  22.384800
C  -26.539813  12.483503  22.282356
O  -26.238803  14.913892  22.499901
H  -24.071979  14.445315  23.752646
H  -23.757078  12.823379  23.286553
H  -25.057481  13.120845  24.445946
H  -25.000310  13.655436  21.427442
H  -26.012324  11.551555  22.033917
H  -27.283139  12.620715  21.486323
H  -27.126110  12.278851  23.185945
H  -27.035086  14.860286  21.961111

Forces on atoms 1 to 3 (eV/Å):
C 0.97 -0.01 -1.31
C -2.25 0.17 -0.58
C 0.48 0.25 0.54

Values from the calculation:
- ΔE to the lowest compared entry with this formula, charge and spin (kcal/mol) = 66.0
- HOMO energy (eV) = -9.04
- LUMO (eV) = 0.30
- SMILES = CC1(C)CCCC(C)(C)N1O.CC(C)O.CC(C)O.CC(C)O.CC(C)O.CC(C)O.CC(C)O.CC(C)O.CC(C)O.CC(C)O.CC(C)O.CC(C)O
- Kohn-Sham gap (Eh) = 0.3434


[2]
Molecular formula: C19H20N4PtSe2Te2
Method: DFT, ωB97M-V/def2-TZVPD

Atoms and positions in Å:
Pt  -0.181782  0.087159  0.151534
C  2.425784  -1.267068  1.029800
C  1.991781  -1.056044  2.476128
C  0.562164  -1.408541  2.817743
C  0.303463  -1.989838  4.054089
C  -0.981174  -2.371516  4.389623
C  -1.991494  -2.193377  3.457425
C  -1.670900  -1.610156  2.252082
N  -0.432277  -1.197094  1.939251
N  2.054331  -0.165677  0.120226
C  2.695976  1.117703  0.485625
C  1.883719  1.955208  1.438643
C  2.491335  2.887617  2.264674
C  1.703000  3.663392  3.098315
C  0.328657  3.474451  3.090370
C  -0.200778  2.522013  2.243449
N  0.558301  1.785282  1.425098
C  2.359042  -0.489602  -1.284332
C  1.636372  0.455937  -2.221941
C  2.085915  0.673518  -3.513023
C  1.352322  1.501232  -4.348421
C  0.196559  2.096733  -3.865907
C  -0.187556  1.835135  -2.565117
N  0.518823  1.035783  -1.760320
H  3.512456  -1.403909  0.996193
H  1.966477  -2.176620  0.638314
H  2.627330  -1.695313  3.089432
H  2.209210  -0.038958  2.810559
H  1.122250  -2.153922  4.741275
H  -1.186585  -2.821089  5.351601
H  -3.007884  -2.501595  3.655158
H  -2.421994  -1.461998  1.488416
H  3.689961  0.929378  0.902221
H  2.839339  1.698368  -0.427338
H  3.567514  2.997794  2.254086
H  2.154787  4.397599  3.751318
H  -0.325564  4.049667  3.729109
H  -1.266307  2.336771  2.218782
H  3.438241  -0.452688  -1.466671
H  2.028844  -1.512771  -1.480422
H  2.995424  0.199536  -3.857366
H  1.681852  1.682281  -5.362534
H  -0.396479  2.756660  -4.482435
H  -1.078635  2.275930  -2.136116
Se  -1.168230  -1.747056  -1.508226
Te  -3.296484  -1.467388  -2.570615
Te  -4.659750  0.019254  -0.631578
Se  -2.870460  1.174822  0.438258

Forces on atoms 1 to 3 (eV/Å):
Pt -0.65 0.36 0.14
C 0.01 -0.06 -0.04
C 0.00 0.02 0.01

Values from the calculation:
- spin multiplicity = 5
- net charge = +2
- HOMO energy (alpha / beta) (eV) = -12.92 / -14.56
- LUMO (alpha / beta) (eV) = -6.51 / -8.42
- Kohn-Sham gap (alpha / beta) (Eh) = 0.2358 / 0.2258


[3]
Molecular formula: C11H14Cl2CrNO6
Method: DFT, ωB97M-V/def2-TZVPD

Atoms and positions in Å:
Cr  1.078029  -0.670057  -0.135175
C  -0.923470  -2.330810  1.234312
N  -0.880905  -1.494884  0.015082
C  -1.223973  -2.341889  -1.140558
C  -1.871871  -0.394363  0.166279
C  -1.205417  0.769304  0.837901
C  -1.919740  1.774741  1.473677
C  -1.242693  2.861142  2.009817
C  0.140122  2.943470  1.906364
C  0.849049  1.933098  1.270472
C  0.185157  0.830751  0.737314
H  -1.910735  -2.792917  1.327645
H  -0.730011  -1.711983  2.108060
H  -0.169553  -3.113381  1.180888
H  -2.209140  -2.798447  -0.999071
H  -0.483990  -3.137050  -1.236918
H  -1.235190  -1.736648  -2.041548
H  -2.740800  -0.758716  0.724379
H  -2.197644  -0.101716  -0.830697
H  -2.999851  1.715576  1.549170
H  -1.795306  3.647172  2.508427
H  0.663398  3.795468  2.321198
H  1.928370  2.006749  1.196629
O  4.094253  -2.133024  1.559179
Cl  3.162591  -1.084064  1.488561
O  3.302228  -0.133516  2.514892
O  3.166962  -0.441031  0.159998
O  1.758199  -1.641288  1.509132
Cl  1.205856  2.866938  -3.515137
C  1.075209  1.124423  -3.869183
C  0.313780  0.457395  -2.738171
O  -0.888677  0.511255  -2.659649
O  1.100517  -0.165377  -1.880609
H  2.081045  0.728650  -3.954652
H  0.524198  1.015030  -4.798007

Forces on atoms 1 to 3 (eV/Å):
Cr -0.12 -0.03 0.37
C -0.04 0.02 0.00
N -0.01 -0.03 0.08

Values from the calculation:
- spin multiplicity = 2
- HOMO energy (alpha / beta) (eV) = -9.15 / -9.01
- LUMO (alpha / beta) (eV) = -0.77 / -0.29
- Kohn-Sham gap (alpha / beta) (Eh) = 0.3082 / 0.3206


Copy entry 3 word for word.
Molecular formula: C11H14Cl2CrNO6
Method: DFT, ωB97M-V/def2-TZVPD

Atoms and positions in Å:
Cr  1.078029  -0.670057  -0.135175
C  -0.923470  -2.330810  1.234312
N  -0.880905  -1.494884  0.015082
C  -1.223973  -2.341889  -1.140558
C  -1.871871  -0.394363  0.166279
C  -1.205417  0.769304  0.837901
C  -1.919740  1.774741  1.473677
C  -1.242693  2.861142  2.009817
C  0.140122  2.943470  1.906364
C  0.849049  1.933098  1.270472
C  0.185157  0.830751  0.737314
H  -1.910735  -2.792917  1.327645
H  -0.730011  -1.711983  2.108060
H  -0.169553  -3.113381  1.180888
H  -2.209140  -2.798447  -0.999071
H  -0.483990  -3.137050  -1.236918
H  -1.235190  -1.736648  -2.041548
H  -2.740800  -0.758716  0.724379
H  -2.197644  -0.101716  -0.830697
H  -2.999851  1.715576  1.549170
H  -1.795306  3.647172  2.508427
H  0.663398  3.795468  2.321198
H  1.928370  2.006749  1.196629
O  4.094253  -2.133024  1.559179
Cl  3.162591  -1.084064  1.488561
O  3.302228  -0.133516  2.514892
O  3.166962  -0.441031  0.159998
O  1.758199  -1.641288  1.509132
Cl  1.205856  2.866938  -3.515137
C  1.075209  1.124423  -3.869183
C  0.313780  0.457395  -2.738171
O  -0.888677  0.511255  -2.659649
O  1.100517  -0.165377  -1.880609
H  2.081045  0.728650  -3.954652
H  0.524198  1.015030  -4.798007

Forces on atoms 1 to 3 (eV/Å):
Cr -0.12 -0.03 0.37
C -0.04 0.02 0.00
N -0.01 -0.03 0.08

Values from the calculation:
- spin multiplicity = 2
- HOMO energy (alpha / beta) (eV) = -9.15 / -9.01
- LUMO (alpha / beta) (eV) = -0.77 / -0.29
- Kohn-Sham gap (alpha / beta) (Eh) = 0.3082 / 0.3206